Computed, not measured: a cluster of 3 separate species, C15H34NO8Si in total in a non-equilibrium geometry, with wB97M-V/def2-TZVPD.

```
59
Properties=species:S:1:pos:R:3:forces:R:3:mulliken_charge:R:1
H -1.031 3.084 -5.575 -0.093 0.152 0.039 0.2481
O -0.191 1.572 -1.165 0.547 0.238 -0.470 -0.4385
H 3.720 0.885 5.302 0.045 0.245 -0.008 0.3744
C 0.737 2.578 -3.299 -0.132 -0.594 0.074 -0.8338
H 4.201 2.830 3.912 0.177 -0.114 -0.077 0.4298
H -1.693 1.202 -2.542 0.096 -0.119 -0.194 0.0316
H -1.977 0.661 -0.919 0.231 -0.141 -0.058 0.4360
H -9.076 -2.695 1.183 2.278 0.763 -0.155 0.2406
C -1.247 2.584 -4.625 0.114 -0.360 -0.190 -0.8633
O -5.144 -1.538 -2.025 2.229 -3.847 6.359 -0.6921
H -6.046 -1.439 1.841 -1.146 -1.999 -0.382 0.2722
H -1.582 3.317 -3.884 0.070 -0.035 -0.018 0.4009
H 1.526 -1.552 -1.674 -0.104 -0.028 -0.022 0.2802
H -4.810 -4.524 0.844 0.221 -0.196 0.337 -0.1949
H 2.176 -1.082 -3.252 0.032 -0.039 -0.063 0.2411
O 4.056 -0.544 3.888 0.796 0.513 0.160 -0.2514
C 1.321 -1.542 -2.750 -0.366 0.112 -0.483 -0.7776
C -1.207 0.718 -1.699 -0.458 -0.445 0.029 -0.2644
Si -5.642 -3.480 0.253 -0.090 2.113 -0.994 0.4663
O 4.712 1.923 2.182 -0.170 -0.273 0.184 -0.4879
H 0.352 3.584 -3.099 -0.132 -0.093 -0.003 0.3745
C 0.959 1.831 -1.975 -0.301 0.066 0.245 0.0595
H -2.061 1.871 -4.785 0.124 0.036 0.001 0.2742
H 5.386 0.859 4.711 0.055 -0.121 -0.115 0.3543
N -8.250 -1.115 -0.068 -0.068 -4.056 4.300 -0.4950
H 0.336 0.472 1.094 0.062 0.316 0.007 0.1356
H 3.339 -0.414 0.080 0.212 0.045 -0.169 0.2238
H 5.098 -2.047 4.833 0.228 0.014 -0.061 0.2474
C 5.159 -1.432 3.926 -0.427 -0.186 0.064 -0.8581
H -1.700 -1.254 -2.402 -0.075 0.192 0.416 0.3341
H 1.210 -2.569 -3.121 0.153 -0.031 0.207 0.2725
O -3.331 -2.007 -0.417 -5.421 -1.084 -1.162 -0.5636
C 4.618 0.795 1.307 -0.024 0.067 -0.213 -0.5385
H 2.915 1.902 3.211 -0.100 -0.294 0.035 0.0312
C 3.983 1.878 3.412 0.000 0.051 0.047 -0.2639
C -4.613 -2.215 -0.820 3.126 4.057 -4.428 0.3196
H -6.636 -4.117 -0.635 -0.175 -0.214 0.173 -0.1745
O -0.103 1.860 -4.197 -0.167 0.699 0.318 -0.2770
H 6.125 -0.916 3.888 -0.090 0.027 0.045 0.4172
O 2.277 0.152 1.717 0.336 0.571 -0.343 -0.3052
H 1.520 0.914 -2.124 0.000 -0.199 -0.332 0.0044
H 1.608 2.464 -1.359 -0.137 0.150 -0.015 0.4683
O 0.164 -0.796 -3.086 0.619 -0.103 0.634 -0.3060
H 5.065 -0.075 1.777 -0.181 -0.232 0.145 0.1812
C -0.810 -0.728 -2.038 -0.451 0.414 -0.267 -0.2992
H -6.701 -3.155 2.531 -0.166 1.718 -1.497 0.2719
H -9.274 -1.086 -0.354 1.481 -0.363 0.548 0.2170
H 1.707 2.690 -3.794 0.187 0.088 0.155 0.3671
H 5.093 -2.089 3.055 -0.039 -0.005 0.076 0.2417
H 1.312 1.965 1.285 -0.003 -0.103 -0.078 0.4277
H 2.903 1.298 0.080 -0.030 -0.027 0.176 -0.1374
C -8.092 -2.103 0.913 -0.493 3.010 -2.700 -0.1341
C -6.609 -2.439 1.608 -1.641 0.196 -0.425 -0.5023
H 5.278 1.031 0.464 -0.113 0.159 0.046 0.4512
C 4.340 0.761 4.406 -0.478 -0.134 -0.507 -0.4820
H 0.750 1.080 2.711 0.058 -0.087 -0.015 0.2765
H -0.471 -1.240 -1.133 0.077 0.006 -0.068 0.2720
C 3.238 0.471 0.716 0.057 -0.110 0.584 0.2549
C 1.115 0.965 1.686 -0.338 -0.384 0.109 -0.7588
```
Positions in Å, forces in eV/Å.

Output
Charge: -1
Energy above the lowest of the compared OMol25 structures with the same formula, charge and spin, eV: 3.309
Orbital gap, eV: 6.5657
Largest force on an atom, eV/A: 7.8
Spin multiplicity: 1
Lowest unoccupied orbital energy, Eh: 0.089

Computed, not measured: a cluster of 2 separate species, C2NOS in total in a non-equilibrium geometry, with wB97M-V/def2-TZVPD.

```
5
Properties=species:S:1:pos:R:3:forces:R:3:mulliken_charge:R:1
S -2.069 0.989 0.045 0.093 1.313 -0.147 -0.2863
C 1.312 1.300 -0.350 1.163 -3.511 1.650 -0.3417
O -1.226 -1.575 -0.001 0.540 4.283 -0.433 -0.3681
C -1.362 -0.380 -0.037 -0.618 -5.572 0.608 0.5514
N 1.630 0.247 0.156 -1.178 3.486 -1.678 -0.5553
```
Positions in Å, forces in eV/Å.

Output
Charge: -1
Energy above the lowest of the compared OMol25 structures with the same formula, charge and spin, eV: 0.844
Orbital gap, eV: 7.4946
Largest force on an atom, eV/A: 5.6
Spin multiplicity: 1
Lowest unoccupied orbital energy, Eh: 0.117

- Which of these has the lowest energy above the lowest of the compared OMol25 structures with the same formula, charge and spin?
  C2NOS